# 1
{"formula": "H26NeO13", "method": "the ωB97M-V functional and the def2-TZVPD basis", "energy_ev": -30549.717, "max_force_ev_per_a": 1.41, "de_lowest_kj_mol": 49.1, "homo_lumo_gap_ev": 10.664, "species": ["Ne", "O", "H", "H", "O", "H", "H", "O", "H", "H", "O", "H", "H", "O", "H", "H", "O", "H", "H", "O", "H", "H", "O", "H", "H", "O", "H", "H", "O", "H", "H", "O", "H", "H", "O", "H", "H", "O", "H", "H"], "positions_angstrom": [[0.18, -0.11, 0.34], [-1.93, -1.97, -2.22], [-2.67, -2.53, -1.97], [-1.94, -1.26, -1.58], [2.06, 0.33, 2.98], [1.27, -0.21, 3.08], [2.38, 0.13, 2.10], [1.30, 2.01, -2.47], [2.15, 1.76, -2.11], [0.86, 1.18, -2.65], [3.60, -0.75, 0.50], [3.57, -1.61, 0.91], [4.36, -0.32, 0.89], [0.23, -3.87, -0.36], [-0.32, -3.24, 0.11], [-0.11, -3.86, -1.26], [-1.65, -2.58, 1.26], [-2.43, -2.05, 1.05], [-1.95, -3.49, 1.14], [0.00, -1.47, 3.15], [0.76, -2.05, 3.21], [-0.48, -1.78, 2.38], [-2.66, 2.45, -0.28], [-1.71, 2.58, -0.34], [-2.96, 3.18, 0.26], [-0.11, -0.36, -3.33], [-0.76, 0.24, -3.70], [-0.62, -1.06, -2.94], [-0.04, 3.26, -0.52], [0.64, 3.39, 0.14], [0.36, 2.67, -1.15], [3.97, 1.33, -1.49], [3.81, 0.56, -0.95], [4.12, 2.04, -0.86], [-3.28, -0.40, -0.23], [-4.21, -0.57, -0.32], [-3.21, 0.55, -0.16], [-1.02, 2.88, 2.22], [-0.63, 3.06, 3.07], [-0.92, 1.94, 2.10]], "mulliken_charge": [0.01, -0.74, 0.29, 0.39, -0.64, 0.41, 0.33, -0.73, 0.41, 0.39, -0.71, 0.29, 0.33, -0.64, 0.41, 0.32, -0.73, 0.26, 0.33, -0.72, 0.33, 0.39, -0.65, 0.32, 0.31, -0.72, 0.31, 0.40, -0.66, 0.27, 0.41, -0.71, 0.42, 0.30, -0.57, 0.29, 0.30, -0.58, 0.28, 0.30]}

***

# 2
{"formula": "C4H7OPS", "method": "the ωB97M-V functional and the def2-TZVPD basis", "energy_ev": -26429.251, "max_force_ev_per_a": 2.96, "de_lowest_kj_mol": 12.3, "homo_lumo_gap_ev": 9.292, "smiles": "C#C[C@@H](C)OSP", "species": ["C", "C", "C", "C", "O", "P", "S", "H", "H", "H", "H", "H", "H", "H"], "positions_angstrom": [[-0.26, -1.87, 1.18], [-0.38, -1.05, 0.33], [-1.75, 0.71, -0.62], [-0.55, -0.20, -0.90], [0.61, 0.53, -1.30], [2.30, 0.43, 1.36], [1.14, 1.58, -0.13], [-0.02, -2.68, 1.87], [-2.74, 0.20, -0.61], [-1.88, 1.44, -1.40], [-1.69, 1.20, 0.41], [3.47, 1.19, 1.13], [-0.93, -0.98, -1.72], [2.68, -0.52, 0.42]], "mulliken_charge": [0.22, -0.83, -1.14, 0.34, -0.34, -0.08, 0.00, 0.42, 0.39, 0.37, 0.28, 0.06, 0.22, 0.10]}

***

# 3
{"formula": "C34H87N5O12", "method": "the ωB97M-V functional and the def2-TZVPD basis", "energy_ev": -68679.187, "max_force_ev_per_a": 4.21, "de_lowest_kj_mol": 306.3, "homo_lumo_gap_ev": 8.994, "smiles": "COCCNCCOC.COCCNCCOC.COCCNCCOC.COCCNCCOC.COCCNCCOC.CC(C)O.CO", "species": ["C", "O", "C", "C", "N", "C", "C", "O", "C", "H", "H", "H", "H", "H", "H", "H", "H", "H", "H", "H", "H", "H", "H", "H", "C", "O", "C", "C", "N", "C", "C", "O", "C", "H", "H", "H", "H", "H", "H", "H", "H", "H", "H", "H", "H", "H", "H", "H", "C", "O", "C", "C", "N", "C", "C", "O", "C", "H", "H", "H", "H", "H", "H", "H", "H", "H", "H", "H", "H", "H", "H", "H", "C", "O", "C", "C", "N", "C", "C", "O", "C", "H", "H", "H", "H", "H", "H", "H", "H", "H", "H", "H", "H", "H", "H", "H", "C", "O", "C", "C", "N", "C", "C", "O", "C", "H", "H", "H", "H", "H", "H", "H", "H", "H", "H", "H", "H", "H", "H", "H", "C", "O", "H", "H", "H", "H", "C", "C", "C", "O", "H", "H", "H", "H", "H", "H", "H", "H"], "positions_angstrom": [[-2.43, -2.80, 6.33], [-1.57, -3.26, 5.36], [-1.54, -2.38, 4.23], [-0.60, -2.89, 3.11], [-1.11, -3.89, 2.21], [-1.16, -5.17, 2.88], [-2.21, -6.04, 2.25], [-2.00, -7.30, 2.82], [-3.12, -8.09, 2.48], [-2.28, -1.65, 6.53], [-2.12, -3.23, 7.27], [-3.46, -2.94, 6.05], [-1.26, -1.36, 4.55], [-2.55, -2.19, 3.79], [0.38, -3.19, 3.58], [-0.39, -2.00, 2.44], [-0.59, -3.90, 1.36], [-1.46, -4.97, 3.95], [-0.26, -5.76, 2.84], [-2.17, -6.09, 1.11], [-3.24, -5.61, 2.43], [-3.10, -8.43, 1.46], [-4.12, -7.56, 2.72], [-3.02, -8.99, 3.18], [-0.17, 5.54, -0.26], [0.20, 4.37, -1.03], [-0.24, 4.58, -2.39], [0.03, 3.28, -3.08], [-0.93, 2.27, -2.62], [-0.66, 1.08, -3.44], [-1.30, 1.04, -4.81], [-0.57, 1.76, -5.83], [-1.10, 1.86, -7.10], [-0.35, 5.12, 0.70], [-1.13, 5.97, -0.66], [0.66, 6.28, -0.38], [0.26, 5.55, -2.78], [-1.39, 4.68, -2.45], [1.03, 3.13, -2.73], [0.03, 3.35, -4.14], [-0.76, 2.13, -1.58], [-1.19, 0.23, -3.01], [0.46, 0.83, -3.44], [-2.30, 1.44, -4.76], [-1.44, 0.02, -5.16], [-1.15, 0.90, -7.59], [-0.49, 2.55, -7.65], [-2.17, 2.27, -7.08], [-0.72, 2.50, 2.39], [-1.78, 1.87, 1.70], [-2.19, 0.68, 2.29], [-3.60, 0.46, 1.76], [-4.09, -0.91, 1.76], [-3.61, -1.63, 0.64], [-4.41, -2.98, 0.55], [-4.15, -3.70, -0.64], [-4.64, -4.96, -0.81], [0.24, 1.88, 2.37], [-0.96, 2.73, 3.41], [-0.59, 3.46, 1.85], [-2.05, 0.72, 3.36], [-1.50, -0.13, 1.96], [-3.55, 0.85, 0.68], [-4.35, 1.13, 2.27], [-5.02, -0.99, 1.93], [-2.50, -1.90, 0.64], [-3.78, -1.09, -0.36], [-5.52, -2.70, 0.51], [-4.22, -3.60, 1.49], [-5.72, -5.04, -0.61], [-4.30, -5.63, -0.05], [-4.35, -5.27, -1.84], [5.13, 6.50, -0.62], [4.95, 5.33, -1.33], [3.62, 4.88, -1.27], [3.25, 4.20, 0.01], [3.92, 2.97, 0.35], [3.54, 1.84, -0.61], [2.28, 1.23, 0.01], [1.56, 0.51, -0.93], [0.51, -0.30, -0.40], [4.45, 7.32, -0.94], [6.23, 6.83, -0.70], [4.97, 6.28, 0.50], [3.53, 4.22, -2.09], [2.85, 5.65, -1.39], [2.18, 3.92, -0.12], [3.29, 4.79, 0.88], [4.89, 3.22, 0.31], [4.33, 1.11, -0.64], [3.25, 2.13, -1.65], [1.72, 2.05, 0.34], [2.58, 0.55, 0.82], [0.94, -1.09, 0.28], [0.01, -0.78, -1.25], [-0.21, 0.33, 0.12], [5.80, 1.62, 3.33], [5.95, 0.64, 2.29], [7.07, 0.98, 1.48], [7.36, -0.19, 0.65], [6.17, -0.91, 0.18], [6.48, -2.09, -0.58], [5.22, -2.90, -0.84], [4.69, -3.19, 0.46], [3.57, -4.00, 0.36], [4.94, 1.47, 3.90], [5.54, 2.58, 2.82], [6.67, 1.61, 3.94], [8.01, 1.17, 2.01], [6.92, 1.94, 0.89], [7.94, -0.88, 1.37], [8.04, 0.11, -0.18], [5.55, -1.12, 1.00], [7.12, -2.83, -0.03], [7.06, -1.85, -1.50], [5.48, -3.89, -1.30], [4.47, -2.36, -1.43], [2.99, -4.06, 1.35], [3.84, -5.03, 0.19], [2.92, -3.63, -0.42], [-2.98, -3.07, -3.76], [-3.20, -1.87, -3.08], [-3.20, -2.86, -4.81], [-1.94, -3.42, -3.63], [-3.65, -3.81, -3.40], [-3.60, -2.20, -2.23], [-5.42, 3.78, -0.67], [-4.40, 2.89, -1.28], [-4.97, 1.79, -2.13], [-3.56, 3.68, -2.11], [-6.04, 3.18, 0.03], [-6.12, 4.07, -1.47], [-5.05, 4.66, -0.18], [-3.75, 2.35, -0.47], [-4.24, 1.25, -2.75], [-5.72, 2.24, -2.71], [-5.52, 1.08, -1.48], [-2.84, 3.09, -2.42]], "mulliken_charge": [-0.76, -0.38, -0.58, -0.13, 0.12, -0.69, -0.10, -0.35, -0.68, 0.26, 0.30, 0.31, 0.49, 0.25, 0.35, -0.32, 0.23, 0.25, 0.22, 0.23, 0.13, 0.29, 0.27, 0.25, -0.95, 0.22, -0.42, -0.81, 0.42, -0.10, -0.80, -0.29, -0.74, 0.15, 0.36, 0.24, 0.35, 0.15, 0.10, 0.72, -0.26, 0.02, 0.19, 0.32, 0.47, 0.28, 0.23, 0.30, -0.13, -0.19, 0.38, -0.23, -0.22, 0.67, -0.68, -0.12, -0.68, 0.29, 0.44, -0.52, 0.49, -0.52, -0.53, 0.33, 0.32, -0.25, -0.21, 0.36, 0.12, 0.35, 0.15, 0.21, -0.64, -0.44, -0.34, -0.25, 0.03, -0.42, 0.32, -0.33, -0.56, 0.27, 0.27, 0.24, 0.10, 0.45, -0.79, 0.88, 0.24, 0.23, -0.03, -0.43, 0.36, 0.33, 0.25, 0.18, -0.85, -0.32, -0.31, -0.82, 0.10, -0.87, -0.47, -0.33, -0.71, 0.31, 0.22, 0.36, 0.43, 0.15, 0.37, 0.28, 0.26, 0.34, 0.36, 0.39, 0.34, 0.14, 0.34, 0.32, -0.76, -0.30, 0.28, 0.25, 0.25, 0.29, -1.64, 2.13, -1.29, -0.68, 0.33, 0.37, 0.39, -0.68, 0.22, 0.43, 0.32, 0.21]}